Entry 1:
C11H9BrS in the gas phase in a non-equilibrium geometry. Source: OMol25; level of theory: ωB97M-V with the def2-TZVPD basis set.

Summary:
Kohn-Sham gap, eV: 8.18
SMILES: BrCSc1cccc2ccccc12
HOMO level, eV: -8.01
LUMO, eV: 0.2

Atoms and positions in Å:
C  -2.57  1.78  -1.11
C  -2.06  2.27  0.10
C  -2.06  0.68  -1.70
C  -0.87  1.65  0.62
C  0.88  -1.60  -1.60
C  -0.30  -1.06  -1.99
C  1.50  -1.16  -0.41
C  -0.85  0.09  -1.27
C  -0.26  0.59  -0.09
C  0.88  -0.12  0.34
C  2.42  -1.07  3.07
S  1.61  0.34  2.02
Br  1.88  -2.77  2.33
H  -3.34  2.39  -1.57
H  -2.66  3.05  0.62
H  -2.38  0.38  -2.73
H  -0.29  2.12  1.41
H  1.30  -2.42  -2.15
H  -0.79  -1.48  -2.94
H  2.46  -1.53  -0.22
H  1.91  -1.00  4.02
H  3.58  -1.13  3.24

=====

Entry 2:
C31H53MnNO2Si2 as an isolated structure in a non-equilibrium geometry. Source: OMol25; level of theory: ωB97M-V with the def2-TZVPD basis set.

Summary:
Spin multiplicity: 6
Kohn-Sham gap (spin up / spin down), eV: 5.25 / 7.39
Relative energy (zero: lowest compared OMol25 entry of this formula, charge and spin), eV: 2.2679
HOMO level (spin up / spin down), eV: -5.25 / -7.48
LUMO (spin up / spin down), eV: 0.0 / -0.1

Atoms and positions in Å:
O  1.70  1.45  -0.47
O  -0.80  4.02  -2.20
C  2.32  2.48  0.47
C  3.77  2.16  0.68
H  1.72  2.42  1.38
H  2.13  3.41  -0.05
H  3.91  1.21  1.21
H  4.20  2.92  1.34
H  4.32  2.15  -0.26
C  1.87  1.49  -1.94
C  2.30  2.85  -2.38
H  0.91  1.22  -2.36
H  2.61  0.71  -2.19
H  1.55  3.61  -2.09
H  2.33  2.86  -3.48
H  3.29  3.10  -1.97
C  -1.72  3.22  -2.94
C  -1.32  4.99  -1.30
C  -1.23  3.13  -4.38
H  -2.73  3.65  -2.91
H  -1.74  2.21  -2.50
H  -1.19  4.12  -4.85
H  -1.92  2.52  -4.97
H  -0.23  2.68  -4.46
C  -1.02  6.39  -1.84
H  -0.80  4.85  -0.34
H  -2.41  4.86  -1.15
H  0.04  6.51  -2.10
H  -1.30  7.14  -1.10
H  -1.62  6.58  -2.74
H  1.35  0.58  0.00
Mn  0.09  -1.18  0.53
C  -0.53  0.77  0.82
Si  -2.11  1.08  1.78
H  0.21  1.26  1.46
H  -0.69  1.37  -0.09
C  -1.82  2.73  2.66
C  -2.38  -0.34  2.96
C  -3.51  1.39  0.60
C  1.98  -1.58  -0.02
Si  1.86  -2.32  -1.75
H  2.19  -2.47  0.63
H  2.83  -0.90  0.18
C  3.49  -2.08  -2.67
C  0.55  -1.61  -2.90
C  1.50  -4.15  -1.53
H  -3.18  1.98  -0.27
H  -4.29  1.96  1.12
H  -3.95  0.45  0.24
H  -0.88  2.72  3.23
H  -2.65  2.94  3.35
H  -1.77  3.55  1.93
H  -1.47  -0.55  3.54
H  -2.67  -1.25  2.42
H  -3.18  -0.08  3.67
H  0.99  -1.59  -3.92
H  0.23  -0.59  -2.66
H  -0.33  -2.26  -2.94
H  1.68  -4.70  -2.46
H  0.46  -4.34  -1.22
H  2.17  -4.57  -0.76
H  3.65  -2.92  -3.36
H  4.33  -2.05  -1.96
H  3.48  -1.15  -3.25
C  -3.17  -2.76  -1.83
C  -3.06  -4.10  -1.43
C  -2.24  -4.44  -0.34
C  -1.50  -3.44  0.30
C  -1.48  -2.13  -0.23
C  -2.37  -1.76  -1.22
C  -0.72  -3.64  1.52
C  -0.61  -4.84  2.24
C  0.02  -4.84  3.47
C  0.52  -3.64  4.03
C  0.96  -3.50  5.37
C  1.37  -2.27  5.86
C  1.46  -1.15  5.01
C  1.11  -1.26  3.66
C  0.56  -2.48  3.19
N  -0.02  -2.54  1.94
H  -3.86  -2.48  -2.63
H  -3.62  -4.87  -1.95
H  -2.17  -5.47  0.00
H  -2.44  -0.72  -1.53
H  -1.03  -5.75  1.80
H  0.13  -5.76  4.04
H  0.94  -4.39  6.01
H  1.65  -2.16  6.91
H  1.81  -0.19  5.39
H  1.21  -0.42  2.97

=====

Entry 3:
C3H6N2S3 in the gas phase in a non-equilibrium geometry. Source: OMol25; level of theory: ωB97M-V with the def2-TZVPD basis set.

Summary:
Kohn-Sham gap, eV: 8.05
Relative energy (zero: lowest compared OMol25 entry of this formula, charge and spin), eV: 4.3215
HOMO level, eV: -7.57
LUMO, eV: 0.5

Atoms and positions in Å:
C  -0.56  0.79  -0.75
C  -1.39  -0.45  -0.78
C  1.39  0.31  -0.05
N  -0.94  -1.61  -0.44
N  1.26  -0.71  0.92
S  -1.63  1.06  0.59
S  0.63  -2.14  0.29
S  2.24  1.73  0.52
H  -0.30  1.38  -1.55
H  -2.30  -0.45  -1.49
H  1.86  -0.10  -0.86
H  -1.50  -2.42  -0.20
H  1.15  -0.51  1.87
H  1.68  1.72  1.73

=====

Entry 4:
C54H69N6O9SbSc as an isolated structure in a non-equilibrium geometry. Source: OMol25; level of theory: ωB97M-V with the def2-TZVPD basis set.

Summary:
Net charge: -1
Kohn-Sham gap, eV: 5.51
Relative energy (zero: lowest compared OMol25 entry of this formula, charge and spin), eV: 0.3173
HOMO level, eV: -4.14
LUMO, eV: 1.4

Atoms and positions in Å:
Sc  -0.43  0.99  1.40
C  4.63  2.11  -0.04
O  3.59  1.91  -0.97
C  3.07  2.99  -1.59
C  3.67  4.24  -1.64
C  3.07  5.28  -2.36
C  1.87  5.06  -3.02
C  1.27  3.80  -2.97
C  1.84  2.76  -2.24
N  1.30  1.48  -2.18
C  -0.01  1.07  -1.97
N  -0.97  2.04  -1.92
C  -2.19  1.93  -1.17
C  -2.26  1.33  0.08
C  -3.54  1.32  0.66
C  -4.65  1.87  0.05
C  -4.54  2.49  -1.19
C  -3.29  2.52  -1.80
O  -3.06  3.11  -3.02
C  -4.13  3.79  -3.63
N  -0.21  -0.20  -1.89
C  -1.46  -0.73  -2.19
C  -2.15  -1.56  -1.32
C  -3.36  -2.15  -1.68
C  -3.88  -1.93  -2.95
C  -3.18  -1.14  -3.86
C  -1.98  -0.55  -3.49
O  -1.22  0.22  -4.33
C  -1.69  0.43  -5.64
H  5.55  2.45  -0.53
H  4.81  1.14  0.42
H  4.33  2.82  0.73
H  4.60  4.41  -1.13
H  3.54  6.25  -2.39
H  1.41  5.85  -3.59
H  0.37  3.62  -3.54
H  1.94  0.76  -1.89
H  -0.65  2.99  -2.04
H  -3.68  0.87  1.64
H  -5.62  1.83  0.54
H  -5.41  2.93  -1.66
H  -3.73  4.25  -4.53
H  -4.54  4.57  -2.98
H  -4.93  3.10  -3.91
H  -1.73  -1.73  -0.34
H  -3.88  -2.77  -0.97
H  -4.82  -2.38  -3.24
H  -3.59  -0.99  -4.85
H  -2.64  0.97  -5.64
H  -1.81  -0.52  -6.17
H  -0.93  1.03  -6.14
O  -0.97  2.95  2.33
C  -0.12  3.49  1.58
O  0.38  2.87  0.59
C  0.40  4.85  1.90
C  1.23  5.50  1.00
C  1.75  6.75  1.30
C  1.46  7.35  2.52
C  0.63  6.68  3.40
C  0.09  5.44  3.12
N  0.32  7.32  4.69
O  0.88  8.37  4.95
O  -0.47  6.76  5.42
H  1.47  5.01  0.06
H  2.40  7.26  0.59
H  1.86  8.31  2.79
H  -0.56  4.93  3.82
C  -0.94  -3.29  6.68
C  -1.26  -2.42  5.49
C  -2.34  -2.74  4.67
C  -2.63  -1.92  3.58
C  -3.77  -2.24  2.66
C  -1.84  -0.82  3.35
C  -0.66  -0.52  4.07
C  -0.44  -1.34  5.20
N  0.15  0.46  3.56
C  1.28  0.93  4.37
C  2.08  1.95  3.55
C  0.77  1.66  5.63
C  2.28  -0.19  4.75
H  -1.78  -3.92  6.95
H  -0.67  -2.68  7.54
H  -0.09  -3.95  6.46
H  -2.96  -3.60  4.88
H  -4.58  -2.76  3.18
H  -3.41  -2.89  1.86
H  -4.18  -1.34  2.19
H  -2.12  -0.15  2.54
H  0.39  -1.15  5.87
H  2.86  2.38  4.17
H  1.45  2.77  3.21
H  2.54  1.49  2.68
H  0.09  2.45  5.32
H  1.60  2.10  6.19
H  0.22  0.98  6.28
H  2.13  -1.07  4.12
H  2.20  -0.51  5.79
H  3.31  0.15  4.60
O  -0.87  -3.34  1.36
C  0.09  -2.61  1.41
C  1.50  -3.06  1.77
C  2.38  -1.90  1.32
C  1.35  -0.83  1.09
O  1.60  0.39  0.87
N  0.10  -1.25  1.13
H  1.73  -4.02  1.29
H  1.53  -3.20  2.85
H  2.88  -2.10  0.37
H  3.12  -1.57  2.04
C  3.42  -4.99  -1.46
C  2.02  -5.34  -1.94
C  1.39  -6.39  -1.02
Sb  0.86  -3.49  -2.08
C  1.95  -2.87  -3.89
C  1.23  -3.08  -5.21
C  2.36  -1.41  -3.74
C  -1.02  -4.34  -2.83
C  -0.93  -5.51  -3.81
C  -1.86  -4.74  -1.62
H  4.07  -5.88  -1.45
H  3.40  -4.61  -0.43
H  3.90  -4.24  -2.08
H  2.08  -5.75  -2.95
H  1.18  -5.97  -0.03
H  2.07  -7.24  -0.88
H  0.46  -6.78  -1.41
H  2.85  -3.50  -3.87
H  0.23  -2.63  -5.20
H  1.12  -4.13  -5.46
H  1.79  -2.61  -6.03
H  1.48  -0.76  -3.70
H  2.98  -1.09  -4.58
H  2.93  -1.24  -2.82
H  -1.50  -3.49  -3.32
H  -0.32  -6.32  -3.42
H  -0.52  -5.22  -4.78
H  -1.93  -5.91  -3.99
H  -1.48  -5.65  -1.16
H  -2.89  -4.93  -1.93
H  -1.87  -3.98  -0.84

=====

Entry 5:
A 2-piece molecular cluster, C11H11N overall in a non-equilibrium geometry. Source: OMol25; level of theory: ωB97M-V with the def2-TZVPD basis set.

Summary:
Kohn-Sham gap, eV: 10.12
SMILES: c1ccccc1.c1ccncc1
Relative energy (zero: lowest compared OMol25 entry of this formula, charge and spin), eV: 2.7537
HOMO level, eV: -9.27
LUMO, eV: 0.9

Atoms and positions in Å:
C  -3.23  1.59  1.80
C  -3.08  0.41  1.11
C  -1.92  0.28  0.36
C  -1.03  1.31  0.27
C  -1.28  2.46  1.05
C  1.00  -0.32  -1.42
C  0.70  -1.57  -1.23
C  1.61  -2.55  -0.74
C  2.88  -2.03  -0.35
C  3.27  -0.68  -0.58
C  2.39  0.15  -1.29
H  -4.18  1.75  2.35
H  -3.88  -0.35  1.17
H  -1.69  -0.72  -0.10
H  -0.14  1.26  -0.31
H  -0.59  3.33  1.16
H  0.15  0.39  -1.52
H  -0.27  -2.13  -1.58
H  1.34  -3.47  -0.60
H  3.62  -2.52  0.29
H  4.24  -0.36  -0.07
H  2.47  1.23  -1.51
N  -2.38  2.58  1.75

=====

Entry 6:
C5H13N2S as an isolated structure in a non-equilibrium geometry. Source: OMol25; level of theory: ωB97M-V with the def2-TZVPD basis set.

Summary:
Net charge: +1
Kohn-Sham gap, eV: 9.62
Relative energy (zero: lowest compared OMol25 entry of this formula, charge and spin), eV: 2.4088
HOMO level, eV: -12.83
LUMO, eV: -3.2

Atoms and positions in Å:
C  1.25  -0.29  1.22
C  1.00  -1.80  1.35
C  -0.44  -0.62  -0.50
C  -1.92  -0.47  -0.83
C  0.03  1.64  0.36
N  0.62  0.06  -1.86
N  -0.02  0.15  0.67
S  0.06  -2.28  -0.14
H  1.47  0.30  2.07
H  1.94  -0.11  0.36
H  1.88  -2.52  1.38
H  0.23  -1.99  2.18
H  -2.09  -1.09  -1.73
H  -2.11  0.59  -1.32
H  -2.69  -0.63  0.00
H  0.91  2.01  -0.10
H  -1.00  1.90  -0.18
H  -0.02  2.06  1.38
H  -0.16  0.21  -2.57
H  1.39  -0.49  -2.26
H  -0.80  0.16  1.40

=====

| no. | DFT total energy (eV) |
| --- | --- |
| 1 | -92429.229 |
| 2 | -85664.340 |
| 3 | -38690.229 |
| 4 | -111727.707 |
| 5 | -13073.125 |
| 6 | -19202.461 |